Entry 1:
14
Properties=species:S:1:pos:R:3:forces:R:3 method="wB97M-V/def2-TZVPD" charge=+1
C 0.695902 -2.397142 0.289365 0.0690 2.2753 0.8552
C 0.639913 -1.026359 0.389308 0.9096 -3.0417 0.1665
N -0.589034 -0.205173 0.114102 -0.3362 -3.3753 -1.6172
C -0.251646 1.377721 0.192330 0.7151 0.4624 2.7197
N -0.244569 2.227811 -0.903898 -2.9891 -0.6944 -0.2926
H 1.363660 -2.978019 1.002071 -0.2984 0.8292 -1.8084
H 0.058104 -2.876716 -0.433091 -0.6928 -0.6874 0.5584
H 1.591137 -0.566833 0.649456 -0.7835 0.7615 0.7899
H -0.872053 -0.445920 -0.917550 0.0757 0.5350 2.3234
H -1.326367 -0.729157 0.853478 1.9803 2.5475 -2.6194
H -1.057753 1.611853 0.913616 0.5766 0.6154 -0.5281
H 0.747529 1.355252 0.765067 -1.5868 0.1558 -1.0956
H 0.453402 2.247293 -1.616491 0.6531 -0.3409 -0.0369
H -1.208223 2.405388 -1.297764 1.7075 -0.0424 0.5850

Entry 2:
14
Properties=species:S:1:pos:R:3:forces:R:3 method="wB97M-V/def2-TZVPD" charge=+1
C -1.772111 -0.473580 -0.805025 -1.0572 -1.8177 2.7231
N -0.604693 -0.632478 0.132615 3.0325 2.7843 -0.2670
C -0.232019 0.629090 0.864125 -1.9635 1.9282 -2.6114
C 0.687016 0.386519 -0.298963 -3.7627 -1.4955 0.9420
N 1.855032 -0.287585 0.319527 1.4143 1.8396 -3.3557
H -2.664358 -0.208923 -0.118648 1.2593 -0.4190 -1.3432
H -1.597514 0.288724 -1.505315 -0.0372 0.9295 -1.0875
H -1.951915 -1.491780 -1.265389 0.2162 1.4094 0.3648
H 0.310777 0.637213 1.786040 -0.4801 -0.4804 0.9385
H -0.958236 1.528894 0.750410 1.2833 -1.6756 0.3319
H 0.590356 0.958347 -1.245794 0.9249 -0.8316 0.7529
H 1.376602 -0.779885 0.995365 -0.5919 -1.7781 2.6326
H 2.560650 0.377583 0.618191 -0.0996 0.3492 0.8810
H 2.400417 -0.932142 -0.227139 -0.1385 -0.7422 -0.9021

Entry 3:
14
Properties=species:S:1:pos:R:3:forces:R:3 method="wB97M-V/def2-TZVPD" charge=+1
C 2.219410 0.233767 -0.602615 1.1639 -2.9146 -2.9543
C 1.176255 0.011399 1.005274 0.1640 -0.6574 -2.6932
C -2.270699 -0.317650 -0.122834 3.3754 2.8300 -2.4308
N 0.815997 -0.177706 -0.290443 2.3579 2.0813 3.0246
N 2.443894 0.285004 0.799601 2.0268 2.3588 1.4551
H 2.733815 -0.705572 -1.014348 -0.4800 1.4948 0.2252
H 2.483704 1.113508 -1.210144 -0.7143 -0.2195 0.3605
H 0.701572 -0.128129 1.898600 -1.5214 -0.2994 2.1130
H -1.612974 -0.507891 -1.055556 -1.6242 0.2569 1.1201
H -3.120277 -0.820246 -0.164668 -3.6352 -2.7558 -0.5286
H -1.732604 -0.643188 0.714820 0.6921 -0.0578 1.4908
H -0.011501 -0.550566 -0.687552 -0.5544 -0.2792 -0.6395
H 3.208382 0.859978 1.301040 -2.0460 -1.4810 -0.7940
H -2.602637 0.737339 -0.120614 0.7955 -0.3572 0.2511

Entry 4:
15
Properties=species:S:1:pos:R:3:forces:R:3 method="wB97M-V/def2-TZVPD" charge=-1
C 1.908366 -0.735305 1.437423 -4.4415 -2.6546 -2.4298
C -3.214742 0.577120 -1.762024 0.6283 -1.4249 -0.5386
C 0.862007 0.096673 0.750321 0.2226 3.5648 -1.3798
N -2.092183 0.043477 -1.550171 -2.6739 -1.7480 0.8958
N 1.120088 0.294969 -0.714038 0.9267 2.8559 1.4840
O 0.206737 1.248523 -1.290638 0.4125 0.5999 0.7855
H 2.798820 -0.651818 1.002958 3.6959 0.5661 -2.0861
H 1.983669 -0.425822 2.378632 0.2149 0.6969 4.2370
H 1.575531 -1.784170 1.315351 0.4809 0.1313 0.6249
H -4.108132 -0.099565 -1.748096 0.2668 0.8479 -0.2613
H -1.319200 0.663811 -1.401613 2.2647 1.2926 -0.5021
H -3.259797 1.597388 -2.123199 -0.6476 0.6334 0.3268
H -0.184691 -0.231658 0.791536 0.0991 0.0206 0.9358
H 1.003639 1.200063 1.209157 -0.8666 -2.1990 -1.1299
H 0.838844 -0.453959 -1.236830 -0.5828 -3.1829 -0.9623

Number 1: calculated total energy -6227.7720 eV, E_LUMO -0.1475 Ha, HOMO energy -0.529 Ha. Number 2: calculated total energy -6227.5276 eV, E_LUMO -0.1330 Ha, HOMO energy -0.535 Ha. Number 3: calculated total energy -6228.1775 eV, E_LUMO -0.1519 Ha, HOMO energy -0.593 Ha. Number 4: calculated total energy -8280.9461 eV, E_LUMO 0.1582 Ha, HOMO energy -0.063 Ha.